{"formula": "C9H7CoNO4S", "method": "ωB97M-V with the def2-TZVPD basis set", "charge": 3, "multiplicity": 5, "e_lumo_ha": [-0.42408, -0.58307], "homo_energy_ev": [-20.2, -21.6], "homo_lumo_gap_ev": [8.64, 5.68], "e_tot_ha": -2482.45438, "elements": ["Co", "C", "O", "C", "O", "C", "O", "C", "O", "C", "H", "H", "C", "H", "H", "S", "C", "C", "N", "C", "H", "H", "H"], "coordinates": [[-0.05466, 1.62365, 0.83571], [-0.09672, 1.74141, 2.59650], [-0.07988, 1.63644, 3.73894], [-0.11388, 3.17642, 0.07217], [-0.11067, 4.23625, -0.39579], [-1.73008, 1.17328, 0.47177], [-2.73823, 0.77933, 0.06757], [1.60922, 1.21015, 0.36368], [2.65624, 0.89552, -0.01807], [-0.07407, -0.46893, -3.46473], [0.85742, -1.03341, -3.34461], [-1.00793, -1.02638, -3.33177], [-0.07433, 0.83244, -3.78967], [-1.00926, 1.38770, -3.92988], [0.85765, 1.38673, -3.95157], [-0.62435, -3.46849, 1.16913], [0.59744, -3.07356, 2.33898], [0.75391, -1.69520, 2.41196], [0.03040, -1.00091, 1.45379], [-0.73672, -1.79481, 0.72438], [1.12179, -3.82731, 2.90779], [1.38208, -1.19906, 3.14918], [-1.41538, -1.49127, -0.07544]]}

{"formula": "C9H7EuN2O5S", "method": "ωB97M-V with the def2-TZVPD basis set", "charge": 2, "multiplicity": 7, "e_lumo_ha": [-0.39886, -0.32252], "homo_energy_ev": [-14.7, -15.3], "homo_lumo_gap_ev": [3.87, 6.53], "e_tot_ha": -1940.61336, "elements": ["O", "C", "Eu", "C", "O", "C", "O", "C", "O", "C", "O", "H", "C", "N", "C", "C", "N", "C", "S", "H", "H", "H", "H", "H", "H"], "coordinates": [[4.37587, 3.61532, -0.65994], [3.78393, 2.64417, -0.59960], [0.73632, -0.10985, -0.17760], [-0.54526, -2.20668, 0.15897], [-0.88098, -3.31038, 0.14395], [-1.81307, 0.87876, 0.52469], [-2.79655, 1.42897, 0.77284], [-0.34000, 0.43467, -2.29090], [-0.57053, 0.73109, -3.38085], [0.49533, 0.06506, 2.27493], [0.85108, 0.29255, 3.34536], [0.59154, 2.06201, 0.00313], [-4.35736, -2.77250, 0.27085], [-3.65413, -3.21499, -0.90770], [-3.69404, -4.50700, -1.46857], [-2.84469, -4.49389, -2.56018], [-2.31400, -3.18468, -2.58690], [-2.86859, -2.37242, -1.63175], [-2.79299, -0.67132, -1.40708], [-3.68128, -2.44647, 1.06850], [-5.01665, -1.92929, 0.04736], [-4.95189, -3.60331, 0.64307], [-4.30563, -5.28140, -1.02977], [-2.55985, -5.25357, -3.29044], [-1.67612, -2.84543, -3.26946]]}